The following is a quantum chemistry calculation of a 4-piece molecular cluster, H10NO3 overall, from the Open Molecules 2025 dataset.

Summary:
Highest occupied orbital energy: -15.635 eV
Relative energy (zero: lowest compared OMol25 entry of this formula, charge and spin): 10.4 kcal/mol
HOMO-LUMO gap: 12.4 eV
Net charge: +1
Energy: -286.24883 hartree
LUMO: -3.216 eV
Largest force on an atom: 0.8 eV/A

Last column: natural (NBO) charge in e.
CARTESIAN COORDINATES (ANGSTROEM)
1 N -0.73474 0.87810 0.06461  -0.909
2 H -0.05510 1.37063 0.65838  0.468
3 H -0.86113 -0.11670 0.45156  0.476
4 H -0.31656 0.70958 -0.85446  0.437
5 H -1.58625 1.43336 -0.10081  0.435
6 H 1.99593 2.47065 1.67957  0.497
7 H 2.54757 2.12580 0.28752  0.500
8 O 1.82260 1.94310 0.89215  -0.980
9 H -0.36880 -2.57147 -2.18411  0.494
10 H -0.94267 -1.20801 -2.59295  0.482
11 O -0.33410 -1.63227 -1.98295  -0.974
12 H -0.01486 -2.10288 0.59391  0.511
13 H -0.54872 -1.78777 2.00832  0.512
14 O -0.60318 -1.51213 1.07926  -0.948